{
  "formula": "C35H23AsBrCl2IN2O4Zn",
  "method": "the ωB97M-V functional and the def2-TZVPD basis",
  "symbols": ["Zn", "Cl", "C", "C", "C", "Cl", "C", "C", "C", "C", "N", "C", "C", "O", "H", "H", "H", "H", "O", "As", "C", "C", "C", "C", "C", "C", "C", "C", "C", "C", "C", "C", "C", "C", "C", "C", "C", "C", "H", "H", "H", "H", "H", "H", "H", "H", "H", "H", "H", "H", "H", "H", "H", "O", "C", "N", "C", "O", "C", "C", "C", "C", "C", "C", "H", "H", "H", "H", "I", "Br"],
  "positions_angstrom": [[1.503137, 1.185220, 1.218383], [0.983650, 5.986291, 3.057606], [0.086642, 4.577488, 3.564966], [-0.908891, 4.731190, 4.533279], [-1.624931, 3.660094, 4.990948], [-2.845475, 3.905677, 6.234965], [-1.378136, 2.362586, 4.482958], [-2.013880, 1.179829, 4.917897], [-1.668388, -0.018287, 4.360736], [-0.709384, -0.049223, 3.332071], [-0.114658, 1.032143, 2.900713], [-0.398011, 2.222643, 3.474086], [0.421391, 3.331769, 3.000319], [1.341760, 3.128810, 2.166312], [-1.101001, 5.717984, 4.935120], [-2.764353, 1.237356, 5.694871], [-2.125129, -0.943817, 4.690001], [-0.434216, -0.971734, 2.853654], [0.483469, -0.266264, 0.004811], [-0.205710, -1.526086, -0.801687], [-1.883803, -1.148583, -1.665242], [-2.717993, -2.132532, -2.177605], [-3.911660, -1.770316, -2.792845], [-4.276185, -0.432470, -2.862682], [-3.445485, 0.545221, -2.323799], [-2.239851, 0.194397, -1.736637], [0.982583, -2.887746, -1.481198], [2.321492, -2.753730, -1.132588], [3.236258, -3.705514, -1.558802], [2.817185, -4.780902, -2.334411], [1.474041, -4.910762, -2.668950], [0.551968, -3.966443, -2.236316], [-0.846055, -2.696018, 0.679063], [-2.136560, -3.175816, 0.868737], [-2.425985, -4.051878, 1.914068], [-1.426591, -4.446688, 2.791039], [-0.136634, -3.948161, 2.630162], [0.149783, -3.087915, 1.579735], [-2.449351, -3.178419, -2.105115], [-4.552164, -2.534413, -3.217694], [-5.208865, -0.151099, -3.338956], [-3.726881, 1.590069, -2.375839], [-1.561750, 0.954681, -1.363125], [2.643491, -1.895351, -0.550801], [4.280679, -3.595812, -1.292082], [3.538272, -5.511567, -2.684467], [1.142073, -5.745474, -3.276188], [-0.488883, -4.071014, -2.515359], [-2.938151, -2.848433, 0.219805], [-3.436858, -4.421284, 2.042094], [-1.652044, -5.132170, 3.600382], [0.646300, -4.214027, 3.331079], [1.152827, -2.680910, 1.488639], [4.118690, 2.111419, -0.412865], [3.078741, 2.430885, -0.952062], [1.797487, 2.198360, -0.496530], [0.885789, 2.738599, -1.360916], [-0.328289, 2.754598, -1.236202], [1.635557, 3.359391, -2.514663], [1.195157, 4.025122, -3.636435], [2.159118, 4.512550, -4.518545], [3.517715, 4.326607, -4.266930], [3.944599, 3.647503, -3.124533], [2.977218, 3.175413, -2.265361], [0.135818, 4.152165, -3.827691], [1.850339, 5.041273, -5.413885], [4.248436, 4.710287, -4.970912], [4.995842, 3.486393, -2.915204], [0.843689, -0.267977, -3.553777], [2.941010, -0.295175, 2.400400]],
  "atomic_forces_ev_per_a": [[-0.4074, 0.3590, -0.0175], [-0.0435, -0.0485, 0.0352], [-0.0073, 0.0204, 0.0525], [0.0922, 0.0398, -0.0626], [-0.0426, -0.0627, 0.0415], [0.0615, -0.0327, -0.0599], [0.0085, -0.0049, -0.0032], [-0.0317, 0.0302, -0.0002], [0.0089, -0.0863, -0.0093], [-0.1232, 0.1472, 0.0090], [-0.0127, 0.1963, -0.1361], [0.0165, -0.0831, 0.0305], [0.0462, 0.0540, -0.0627], [-0.0243, -0.0329, -0.0402], [0.0038, -0.0105, -0.0232], [-0.0080, 0.0050, 0.0247], [0.0015, 0.0287, -0.0321], [0.0623, -0.2233, -0.1222], [-0.1833, -0.2467, -0.1211], [-0.3556, -0.3660, 0.9505], [0.0895, 0.1562, -0.2178], [-0.0169, 0.0430, -0.0666], [0.0369, 0.0251, 0.0375], [0.0530, 0.0100, 0.0511], [-0.0780, -0.0680, -0.0194], [0.0095, -0.0339, 0.0345], [0.2589, 0.2884, -0.2134], [-0.0091, 0.0292, -0.0030], [-0.0508, -0.0563, -0.0012], [-0.0483, 0.0592, 0.0271], [0.0376, 0.0174, 0.0427], [0.0198, -0.0898, -0.0088], [0.1391, -0.0473, 0.0441], [-0.0069, 0.0787, 0.0703], [0.0810, 0.0255, -0.0080], [0.0195, 0.0350, -0.0486], [-0.0566, 0.0531, -0.0389], [-0.0386, -0.0138, 0.0695], [0.0083, -0.0209, -0.0390], [-0.0022, 0.0017, 0.0197], [0.0219, -0.0040, 0.0049], [0.0336, -0.0183, -0.0139], [0.0143, 0.0389, 0.0103], [0.0016, 0.0084, -0.0155], [-0.0249, 0.0020, -0.0190], [-0.0361, 0.0124, 0.0201], [0.0109, 0.0229, 0.0081], [0.0113, 0.0241, -0.0159], [-0.0118, -0.0327, -0.0274], [-0.0138, 0.0166, 0.0014], [0.0066, 0.0302, 0.0046], [-0.0131, -0.0163, -0.0300], [-0.0186, -0.0022, -0.0152], [-0.0074, -0.0165, 0.0384], [-0.2873, 0.0120, -0.2033], [0.5508, 0.1135, -0.1206], [-0.1529, -0.1609, 0.0877], [0.0903, 0.0515, 0.0503], [-0.0554, 0.0304, 0.0777], [-0.0607, 0.0570, -0.1024], [0.0319, -0.0253, 0.0633], [-0.0368, -0.0493, 0.0642], [0.0487, 0.0293, -0.1004], [0.0446, -0.0107, 0.1519], [0.0429, -0.0228, 0.0316], [0.0131, -0.0265, 0.0081], [-0.0201, -0.0066, 0.0110], [-0.0325, 0.0138, -0.0016], [0.0559, 0.0436, -0.2866], [0.2851, -0.2903, 0.1325]],
  "mulliken_charge": [0.83, -0.28, 0.41, -0.59, 0.68, -0.32, 0.21, -0.83, -0.98, 0.00, 0.04, 0.23, -0.02, -0.87, 0.42, 0.37, 0.45, 0.23, 1.64, -1.25, 1.13, -0.40, -0.75, -0.44, -0.56, -0.71, 1.13, -0.58, -0.70, -0.43, -0.63, -0.22, 0.76, -0.31, -0.61, -0.51, -0.47, -0.90, 0.32, 0.35, 0.35, 0.45, 0.17, 0.09, 0.40, 0.34, 0.37, 0.12, 0.48, 0.38, 0.35, 0.40, 0.10, -0.78, 0.06, 0.27, -0.15, -0.73, 0.64, -0.37, -0.45, -0.40, -0.49, 0.28, 0.42, 0.36, 0.36, 0.46, -0.59, -0.73],
  "total_charge": -2,
  "fmax_ha_per_bohr": 0.02098,
  "e_homo_ev": -2.40,
  "lumo_ha": 0.1484,
  "gap_ev": 6.4347
}

=====

{
  "formula": "C8H12N5",
  "method": "the ωB97M-V functional and the def2-TZVPD basis",
  "symbols": ["C", "C", "C", "C", "C", "C", "C", "C", "N", "N", "N", "N", "N", "H", "H", "H", "H", "H", "H", "H", "H", "H", "H", "H", "H"],
  "positions_angstrom": [[2.036909, 1.253178, -0.009419], [0.530609, -0.912897, 0.381290], [-1.785714, 0.144311, 0.349991], [3.344105, 1.147325, 0.053226], [-0.935227, -1.102689, 0.186762], [0.142818, 1.421147, -0.125454], [1.411753, -2.008886, 0.795238], [-1.126217, -1.614831, -1.262604], [1.109516, 2.288854, -0.236987], [0.943676, 0.279505, 0.125108], [-2.951024, 0.026749, 0.763402], [-1.183833, 1.371396, -0.069371], [-1.967682, 2.527420, -0.021912], [3.851743, 0.221395, 0.245417], [3.938468, 2.030336, -0.100413], [-1.333837, -1.856934, 0.869855], [2.369060, -1.984008, 0.277568], [0.936474, -2.979019, 0.673099], [1.627162, -1.872393, 1.862957], [-0.605489, -2.555320, -1.414047], [-0.752609, -0.889335, -1.983357], [-2.186845, -1.771526, -1.436197], [-3.518478, 0.864524, 0.831036], [-2.516294, 2.628444, -0.874601], [-1.379051, 3.343259, 0.119412]],
  "atomic_forces_ev_per_a": [[-3.0115, -0.3974, -0.0520], [-1.1600, -3.3905, 0.9841], [0.3501, -1.2407, 0.0695], [1.3294, 0.4490, -0.0298], [0.2286, -0.2085, -0.8506], [-0.9718, -5.3951, 1.0291], [0.3666, 0.1692, 0.6309], [-0.4853, 0.0365, 0.1488], [3.3647, 3.5890, -0.6087], [-0.3739, 5.1148, -1.1618], [-0.7655, 0.0683, 0.2748], [0.2311, 1.6427, 0.0707], [0.2687, -0.1279, -0.1579], [-0.0314, -0.2741, 0.0536], [0.1241, 0.2114, -0.0119], [0.0402, 0.2713, 0.0267], [0.0662, -0.1917, -0.1425], [0.0666, -0.0047, -0.1015], [0.1578, -0.3179, 0.0613], [0.0831, -0.0591, 0.0334], [0.0528, 0.0513, -0.0804], [-0.1213, -0.0901, -0.1933], [0.1005, 0.2836, -0.0468], [0.0685, -0.1292, 0.0863], [0.0218, -0.0602, -0.0318]],
  "mulliken_charge": [0.64, 0.73, 0.12, -0.93, 0.10, 0.55, -1.52, -1.31, -0.63, 0.02, -0.54, 0.49, -0.95, 0.29, 0.31, 0.57, 0.37, 0.39, 0.32, 0.37, 0.33, 0.40, 0.30, 0.27, 0.29],
  "spin_multiplicity": 3,
  "total_charge": 1,
  "fmax_ha_per_bohr": 0.10847,
  "e_homo_ev": [-9.93, -14.46],
  "s2": 2.050,
  "lumo_ha": [-0.1359, -0.2816],
  "de_lowest_ev": 0.000,
  "gap_ev": [6.2312, 6.7975]
}

=====

{
  "formula": "C4H11NS",
  "method": "the ωB97M-V functional and the def2-TZVPD basis",
  "symbols": ["C", "C", "N", "C", "C", "S", "H", "H", "H", "H", "H", "H", "H", "H", "H", "H", "H"],
  "positions_angstrom": [[2.210394, -0.190167, -0.551529], [1.341113, 1.094100, -0.434696], [-0.058539, 0.713366, -0.911493], [-0.903995, -0.390385, -0.430820], [-1.572448, -0.053623, 0.887592], [-2.659574, -1.423090, 1.584557], [2.029887, -0.777851, 0.570691], [3.347887, 0.030842, -0.685652], [1.653352, -0.713828, -1.373878], [1.288531, 1.418770, 0.672804], [1.718541, 1.896567, -1.189541], [-0.078023, 0.628486, -2.005679], [-1.650300, -0.659081, -1.095665], [-0.500285, -1.387880, -0.210344], [-2.245996, 0.741975, 0.894948], [-0.698384, 0.000615, 1.565616], [-3.222163, -0.928816, 2.713089]],
  "atomic_forces_ev_per_a": [[0.0619, -0.3300, 2.7912], [-0.7527, -0.6744, -0.2242], [-0.2683, 0.3784, -2.8433], [0.7432, -0.3287, 2.0397], [1.0590, -1.4441, 1.8338], [0.3446, -0.6160, -0.7151], [0.7524, 1.2175, -3.5100], [-2.1397, -0.7012, 0.0775], [1.4986, -0.2233, 0.7222], [0.0812, 0.0559, -2.0369], [-0.8296, -1.1262, 1.7269], [0.3826, 0.4533, 2.9256], [-1.3928, 0.2224, -2.0301], [1.1094, 0.1002, -0.2847], [-0.3271, 1.8225, -0.2049], [-0.8564, 0.7082, 0.1798], [0.5336, 0.4857, -0.4475]],
  "mulliken_charge": [-0.73, -0.36, -0.40, -0.68, -0.60, -0.26, 0.15, 0.33, 0.21, 0.23, 0.29, 0.27, 0.49, 0.31, 0.38, 0.27, 0.12],
  "smiles": "CCNCCS",
  "fmax_ha_per_bohr": 0.07371,
  "e_homo_ev": -8.77,
  "lumo_ha": 0.0345,
  "de_lowest_ev": 2.374,
  "gap_ev": 9.7098
}